Entry 1:
{
  "formula": "C8H14NO2S",
  "method": "ωB97M-V with the def2-TZVPD basis set",
  "elements": ["C", "C", "C", "C", "C", "C", "C", "C", "N", "O", "O", "S", "H", "H", "H", "H", "H", "H", "H", "H", "H", "H", "H", "H", "H", "H"],
  "positions_angstrom": [[1.018, 1.515, 1.724], [1.858, 2.513, 1.905], [-1.301, -0.615, 0.016], [0.355, -1.228, 1.701], [0.003, -0.391, 2.852], [0.624, 0.777, 0.312], [-0.613, -1.576, -3.831], [-0.746, -0.341, -3.162], [-0.117, -0.406, 0.595], [0.553, 0.934, 2.827], [-0.027, 1.668, -0.631], [-1.527, 1.046, -3.427], [1.871, 2.904, 2.885], [2.305, 3.256, 1.393], [-1.922, -1.428, 0.216], [1.388, -1.310, 1.614], [-0.083, -2.259, 1.712], [-1.013, -0.395, 3.050], [0.539, -0.816, 3.727], [1.567, 0.414, -0.315], [-0.578, -2.389, -3.136], [-1.518, -1.799, -4.524], [0.404, -1.594, -4.329], [-0.234, -0.454, -2.136], [-0.950, 1.808, -0.395], [-1.854, 0.164, -0.642]],
  "forces_ev_per_angstrom": [[0.684, -1.242, -2.940], [-1.593, -0.635, 1.273], [1.824, 3.309, 0.026], [-1.196, -0.720, -0.867], [3.086, 0.206, 2.696], [2.441, 3.113, -1.337], [-0.817, -1.984, -3.377], [0.116, 1.983, 3.481], [-5.029, -1.565, -2.572], [-1.622, -1.189, 0.954], [1.138, -1.718, 1.424], [0.111, -0.669, -0.290], [0.059, -0.383, 1.611], [1.258, 1.459, -3.163], [-0.288, -1.718, 0.717], [1.980, -0.221, -0.253], [0.118, 1.125, -0.069], [-2.140, 0.340, 0.267], [-0.677, -0.069, -0.259], [-1.607, 0.842, 1.621], [0.067, -0.491, 0.585], [1.938, 0.491, 0.604], [-1.174, -0.084, 0.001], [-0.327, 0.626, -1.227], [-0.020, 0.454, 0.212], [1.671, -1.259, 0.884]],
  "mulliken_charge": [0.477, -1.311, -0.213, -0.674, -0.457, 0.237, -0.783, 0.319, 0.200, -0.363, -0.398, -0.212, 0.336, 0.432, 0.319, 0.342, 0.392, 0.392, 0.342, 0.296, 0.303, 0.294, 0.273, -0.022, 0.359, 0.124],
  "charge": 1
}

=====

Entry 2:
{
  "formula": "C28H34Cl51OS",
  "method": "ωB97M-V with the def2-TZVPD basis set",
  "elements": ["C", "C", "C", "O", "S", "C", "C", "C", "C", "C", "C", "C", "C", "H", "H", "H", "H", "H", "H", "H", "H", "H", "H", "H", "H", "H", "H", "H", "H", "H", "C", "Cl", "Cl", "Cl", "H", "C", "Cl", "Cl", "Cl", "H", "C", "Cl", "Cl", "Cl", "H", "C", "Cl", "Cl", "Cl", "H", "C", "Cl", "Cl", "Cl", "H", "C", "Cl", "Cl", "Cl", "H", "C", "Cl", "Cl", "Cl", "H", "C", "Cl", "Cl", "Cl", "H", "C", "Cl", "Cl", "Cl", "H", "C", "Cl", "Cl", "Cl", "H", "C", "Cl", "Cl", "Cl", "H", "C", "Cl", "Cl", "Cl", "H", "C", "Cl", "Cl", "Cl", "H", "C", "Cl", "Cl", "Cl", "H", "C", "Cl", "Cl", "Cl", "H", "C", "Cl", "Cl", "Cl", "H", "C", "Cl", "Cl", "Cl", "H"],
  "positions_angstrom": [[-2.590, -3.905, 2.213], [-1.700, -2.704, 2.769], [-0.194, -3.086, 2.496], [0.602, -2.048, 1.862], [-0.010, -1.586, 0.398], [1.278, -1.715, -0.943], [0.557, -2.396, -2.211], [0.710, -1.567, -3.534], [0.118, -0.267, -3.720], [0.310, 0.476, -5.034], [1.059, -0.181, -6.075], [1.650, -1.507, -5.893], [1.481, -2.185, -4.616], [-2.047, -4.886, 2.303], [-3.587, -3.977, 2.705], [-2.715, -3.743, 1.103], [-2.049, -1.762, 2.276], [-1.915, -2.578, 3.862], [-0.108, -4.076, 1.961], [0.284, -3.271, 3.497], [-0.970, -2.549, 0.097], [1.576, -0.683, -1.264], [2.174, -2.302, -0.631], [-0.556, -2.437, -2.009], [0.915, -3.447, -2.327], [-0.481, 0.235, -2.930], [-0.095, 1.497, -5.215], [1.211, 0.324, -7.080], [2.232, -1.991, -6.703], [1.950, -3.185, -4.463], [3.104, -1.722, 5.001], [3.348, -2.956, 3.761], [3.011, -2.467, 6.597], [4.389, -0.515, 4.943], [2.160, -1.224, 4.802], [-3.106, -1.219, -6.004], [-1.508, -1.219, -5.231], [-4.169, -0.056, -5.204], [-2.960, -0.849, -7.728], [-3.542, -2.208, -5.903], [-1.186, 2.344, -0.398], [-2.915, 2.395, -0.058], [-0.631, 0.657, -0.537], [-0.809, 3.252, -1.866], [-0.658, 2.803, 0.433], [-7.518, 1.160, -3.014], [-8.866, 0.568, -3.988], [-6.493, -0.180, -2.487], [-6.560, 2.337, -3.922], [-7.921, 1.651, -2.134], [5.743, 3.465, 4.583], [4.009, 3.509, 4.936], [6.304, 1.798, 4.443], [6.099, 4.367, 3.106], [6.272, 3.935, 5.407], [1.797, 6.842, 6.409], [3.563, 6.792, 6.373], [1.217, 7.058, 8.065], [1.190, 8.132, 5.365], [1.420, 5.895, 6.036], [0.746, 1.929, -9.866], [0.331, 3.563, -10.392], [0.626, 1.789, -8.104], [-0.295, 0.738, -10.652], [1.773, 1.729, -10.154], [-5.494, 4.919, -7.029], [-4.669, 3.822, -5.914], [-5.429, 6.580, -6.431], [-4.786, 4.808, -8.641], [-6.536, 4.620, -7.092], [7.583, 0.984, 8.130], [6.211, 0.404, 7.177], [8.623, -0.361, 8.606], [8.505, 2.193, 7.226], [7.199, 1.453, 9.030], [1.881, 6.928, 1.407], [2.754, 5.811, 2.465], [1.956, 8.573, 2.041], [2.533, 6.864, -0.235], [0.841, 6.623, 1.373], [-1.490, -5.250, 5.986], [-1.226, -6.478, 4.743], [-1.605, -5.996, 7.580], [-0.196, -4.043, 5.955], [-2.429, -4.750, 5.776], [6.177, 8.883, 8.491], [6.429, 7.649, 7.251], [6.099, 8.146, 10.095], [7.455, 10.099, 8.427], [5.228, 9.374, 8.295], [1.633, -6.562, -5.744], [2.141, -5.843, -4.206], [0.844, -5.352, -6.760], [3.013, -7.275, -6.580], [0.917, -7.350, -5.533], [-6.954, 2.084, -10.815], [-6.515, 2.290, -9.115], [-7.936, 0.631, -11.034], [-7.809, 3.509, -11.412], [-6.041, 1.968, -11.390], [4.029, -5.543, -0.907], [5.789, -5.620, -0.935], [3.442, -5.342, 0.745], [3.450, -4.221, -1.934], [3.639, -6.477, -1.298], [-1.793, -0.017, 6.094], [-3.383, -0.222, 5.348], [-1.757, -0.755, 7.695], [-0.533, -0.712, 5.062], [-1.599, 1.045, 6.201], [-5.457, -6.949, 5.374], [-4.366, -8.213, 4.794], [-4.811, -5.340, 5.014], [-7.061, -7.139, 4.662], [-5.549, -7.046, 6.451]],
  "forces_ev_per_angstrom": [[0.550, 0.368, -0.486], [-0.774, -1.344, -0.349], [-0.614, -0.819, 1.708], [-0.483, -0.330, -1.414], [1.052, -1.669, 1.283], [-0.158, -0.938, -1.261], [-0.814, 0.852, -0.165], [1.022, 0.335, -1.017], [2.239, 0.870, -1.619], [2.375, -2.187, 1.321], [0.699, -0.651, 1.011], [-1.135, 0.680, 2.375], [-0.351, 1.666, -0.852], [-0.644, 0.906, 0.225], [0.793, 0.092, -0.507], [-0.193, -0.251, 0.997], [0.557, -0.563, 0.368], [0.520, -0.103, -1.061], [-0.018, 1.214, 0.046], [-0.139, 0.423, -1.119], [1.175, -0.033, 0.112], [-0.425, -0.731, 0.898], [-0.868, 0.426, 0.144], [0.987, -0.099, -0.224], [-0.303, 0.949, 0.041], [0.546, -0.643, -0.896], [0.117, -1.039, 0.403], [-0.011, -1.585, 2.349], [-0.514, 0.437, 0.650], [-0.547, 0.980, -0.129], [0.128, 0.055, 0.173], [-0.036, -0.048, -0.119], [-0.078, 0.052, -0.038], [-0.555, -0.293, -0.267], [0.115, -0.031, 0.027], [-0.006, -0.403, -0.147], [-3.481, -1.211, -1.038], [0.069, -0.064, -0.024], [0.016, -0.024, 0.073], [-0.065, 0.148, -0.075], [-0.307, 0.545, -0.606], [0.189, -0.089, 0.019], [-0.841, 2.585, 0.004], [0.019, -0.062, 0.144], [0.030, -0.185, -0.070], [-0.061, 0.040, -0.114], [0.084, 0.052, 0.093], [-0.055, 0.007, 0.117], [-0.166, -0.134, 0.160], [0.051, -0.073, -0.085], [0.070, -0.029, -0.151], [0.031, -0.079, 0.015], [0.185, 0.544, -0.555], [-0.017, -0.005, 0.139], [-0.071, -0.070, -0.056], [0.050, 0.028, -0.029], [-0.372, 0.078, 0.028], [0.017, -0.067, -0.071], [-0.006, -0.151, 0.113], [0.025, 0.109, 0.033], [-0.202, 0.256, -0.182], [0.072, -0.107, 0.022], [-0.394, 1.341, -1.377], [0.099, 0.028, 0.082], [-0.104, 0.015, 0.078], [0.047, 0.128, -0.132], [0.100, 0.059, -0.143], [-0.055, -0.105, -0.005], [0.289, 0.482, 0.194], [0.107, 0.009, 0.012], [0.003, -0.096, 0.005], [0.241, -0.123, 0.814], [-0.072, 0.102, -0.002], [-0.035, 0.011, 0.082], [0.051, -0.037, -0.104], [0.066, 0.122, 0.029], [-0.091, 0.001, -0.010], [-0.015, -0.088, -0.170], [-0.077, -0.045, 0.063], [0.112, 0.048, 0.000], [0.091, -0.117, 0.109], [0.044, 0.118, 0.000], [-0.050, 0.086, -0.144], [-0.018, -0.095, 0.142], [0.116, -0.058, 0.029], [0.050, 0.035, 0.091], [0.309, 0.080, 0.042], [-0.048, 0.036, -0.097], [-0.114, -0.062, -0.022], [0.089, -0.080, 0.002], [0.013, -0.079, -0.235], [-0.084, -0.203, -0.156], [0.005, -0.051, 0.114], [-0.115, 0.036, 0.111], [0.075, 0.095, -0.004], [-0.151, 0.012, 0.020], [-0.253, -0.523, -0.125], [0.089, 0.056, -0.020], [0.095, -0.061, 0.018], [-0.093, 0.013, 0.078], [0.331, -0.113, 0.083], [-0.198, 0.000, -0.032], [-0.113, 0.009, 0.026], [0.209, 0.053, 0.108], [-0.009, 0.132, 0.000], [-0.140, -0.062, 0.283], [0.099, 0.021, -0.022], [0.029, 0.074, -0.160], [0.171, 0.341, 0.027], [-0.001, -0.117, -0.052], [-0.123, -0.331, -0.089], [-0.117, 0.132, 0.099], [-0.095, 0.063, 0.017], [0.120, 0.056, 0.085], [0.047, 0.060, -0.111]],
  "mulliken_charge": [-0.965, 0.268, -0.260, -0.098, 0.379, -0.649, -0.467, 0.546, -0.408, -0.563, 0.180, -0.945, -0.111, 0.260, 0.223, 0.263, 0.384, -0.096, 0.377, -0.236, 0.221, 0.626, 0.349, 0.236, 0.547, 0.055, 0.388, 0.183, 0.405, -0.001, 0.430, -0.073, -0.129, -0.040, -0.222, -0.242, 0.088, -0.008, -0.118, 0.321, -0.089, -0.106, -0.076, -0.108, 0.321, -0.069, -0.118, -0.108, -0.035, 0.329, 0.158, -0.119, -0.097, -0.126, 0.176, 0.041, -0.015, -0.135, -0.097, 0.226, 0.019, -0.119, -0.126, -0.112, 0.298, -0.032, -0.033, -0.128, -0.099, 0.282, -0.019, -0.031, -0.123, -0.123, 0.306, -0.031, 0.006, -0.107, -0.133, 0.280, 0.283, -0.103, -0.111, 0.017, -0.080, 0.084, -0.102, -0.120, -0.118, 0.251, -0.092, -0.039, -0.087, -0.115, 0.325, -0.002, -0.051, -0.121, -0.121, 0.296, -0.012, -0.107, -0.074, -0.099, 0.289, -0.147, -0.110, -0.098, -0.020, 0.357, -0.005, -0.112, -0.078, -0.114, 0.313],
  "charge": 1
}

=====

Entry 3:
{
  "formula": "C30H27NO5S2",
  "method": "ωB97M-V with the def2-TZVPD basis set",
  "elements": ["C", "C", "C", "C", "S", "C", "S", "C", "C", "C", "C", "C", "C", "O", "O", "O", "O", "C", "C", "H", "H", "H", "H", "H", "H", "H", "H", "H", "H", "H", "C", "O", "C", "C", "C", "C", "C", "C", "C", "C", "C", "C", "C", "C", "N", "C", "C", "C", "C", "H", "H", "H", "H", "H", "H", "H", "H", "H", "H", "H", "H", "H", "H", "H", "H"],
  "positions_angstrom": [[-4.091, -3.368, -1.708], [-4.107, -2.098, -1.122], [-2.947, -1.613, -0.522], [-1.797, -2.385, -0.478], [-0.365, -1.769, 0.371], [0.146, -0.503, -0.713], [1.897, -0.687, -1.099], [2.759, -2.292, -1.016], [3.341, -2.717, 0.193], [4.097, -3.893, 0.249], [4.325, -4.648, -0.911], [3.808, -4.186, -2.127], [3.052, -3.002, -2.186], [1.975, -0.218, -2.472], [2.664, -0.025, -0.038], [-0.782, -1.241, 1.648], [0.541, -2.896, 0.373], [-1.743, -3.620, -1.121], [-2.908, -4.116, -1.708], [-5.003, -3.773, -2.148], [-5.014, -1.490, -1.121], [-2.913, -0.642, -0.051], [-0.362, -0.668, -1.700], [3.194, -2.139, 1.107], [4.491, -4.234, 1.213], [4.905, -5.579, -0.860], [3.983, -4.763, -3.040], [2.659, -2.638, -3.136], [-0.803, -4.167, -1.126], [-2.875, -5.103, -2.164], [4.370, 4.295, -2.345], [3.004, 4.443, -2.780], [2.085, 3.694, -2.109], [2.395, 2.957, -0.943], [1.388, 2.225, -0.347], [0.111, 2.077, -0.913], [-0.797, 1.110, -0.268], [-1.182, 1.383, 1.074], [-2.445, 1.067, 1.779], [-3.758, 0.779, 1.409], [-4.731, 0.556, 2.401], [-4.479, 0.826, 3.750], [-3.214, 1.303, 4.134], [-2.235, 1.398, 3.142], [-0.987, 2.016, 3.247], [-0.458, 2.654, 4.441], [-0.405, 2.077, 2.022], [-0.182, 2.775, -2.111], [0.770, 3.619, -2.669], [4.938, 5.006, -2.943], [4.502, 4.527, -1.275], [4.719, 3.267, -2.535], [3.405, 2.908, -0.526], [1.640, 1.751, 0.592], [-1.538, 0.652, -0.916], [-4.022, 0.666, 0.358], [-5.698, 0.155, 2.113], [-5.275, 0.735, 4.498], [-2.992, 1.633, 5.150], [-1.076, 2.371, 5.295], [0.582, 2.343, 4.622], [-0.475, 3.746, 4.307], [0.546, 2.587, 1.899], [-1.172, 2.655, -2.583], [0.539, 4.215, -3.560]],
  "forces_ev_per_angstrom": [[0.179, 0.083, 0.216], [0.225, -0.116, -0.088], [-0.098, -0.095, 0.073], [-0.320, -0.162, -0.471], [-1.337, -1.795, 0.937], [-0.685, -0.064, -0.410], [2.621, 1.306, 0.436], [0.398, -0.953, -0.376], [-0.107, -0.086, 0.138], [-0.190, 0.195, -0.250], [-0.286, 0.405, -0.088], [0.071, 0.023, 0.190], [-0.490, -0.029, 0.235], [-0.089, -0.412, 0.618], [-0.786, -0.425, -0.679], [0.378, -0.047, -0.513], [0.166, 0.492, 0.033], [-0.198, 0.122, 0.207], [0.052, 0.083, -0.044], [0.313, 0.092, 0.076], [0.246, -0.206, -0.026], [-0.144, -0.405, -0.062], [0.670, -0.123, 0.907], [-0.078, -0.190, -0.396], [-0.119, 0.225, -0.408], [-0.298, 0.456, -0.078], [-0.042, 0.307, 0.274], [0.110, -0.134, 0.218], [-0.275, -0.033, 0.032], [-0.107, 0.193, 0.013], [-0.370, -0.022, -0.143], [0.373, -0.122, 0.458], [-0.647, -0.705, 0.045], [-0.186, 0.742, -0.903], [-0.555, 0.547, 0.061], [0.945, 0.991, -0.798], [1.249, -1.623, -1.747], [-0.573, 1.084, 2.230], [0.681, 0.679, 0.251], [-0.402, -0.761, 0.354], [0.387, 0.189, -0.456], [0.709, 0.277, 0.324], [-0.388, -0.175, -0.384], [0.037, 0.557, 0.050], [-0.102, -0.118, -0.093], [0.149, 0.191, -0.183], [-0.693, -1.074, -0.440], [0.059, -0.316, 0.743], [0.873, 0.124, 0.254], [-0.012, -0.112, 0.047], [-0.148, 0.030, -0.389], [-0.099, 0.313, 0.058], [-0.529, 0.144, -0.164], [-0.160, -0.176, -0.472], [-0.663, 1.100, 0.131], [-0.117, 0.103, 0.367], [0.031, 0.315, -0.035], [0.381, -0.078, -0.368], [-0.260, -0.207, -0.274], [0.245, 0.129, -0.143], [-0.387, 0.003, -0.053], [-0.055, -0.289, 0.217], [-0.358, -0.262, 0.153], [0.596, 0.139, 0.254], [0.210, -0.325, 0.337]],
  "mulliken_charge": [-0.463, -0.821, 1.719, -0.204, 1.511, -1.282, 2.094, 0.072, -0.088, -0.727, -0.371, -0.672, -0.459, -0.791, -0.777, -0.615, -0.720, -0.331, -0.710, 0.384, 0.417, -1.341, 0.790, 0.351, 0.352, 0.375, 0.371, 0.396, 0.500, 0.388, -0.749, -0.465, 0.834, -0.773, -0.597, 0.349, 0.388, 0.258, 0.477, 0.075, -1.025, -0.701, -0.861, -0.158, 0.111, -1.012, -0.811, -0.471, -0.906, 0.251, 0.275, 0.334, 0.205, 0.242, 1.130, 0.651, 0.372, 0.374, 0.251, 0.322, 0.322, 0.346, 0.812, 0.410, 0.394],
  "charge": 0
}

=====

Listing DFT total energy for the structures above in their given order: -916.2197, -25029.9671, -2386.5652 Ha.